Entry one
Below is 2 unconnected molecules or ions with the total composition C4H12N2P, with properties calculated with wB97M-V/def2-TZVPD.

## Properties
Kohn-Sham gap ... 0.3243 hartree
HOMO level ... -13.10 eV

Geometry as ORCA input:
```
! RIJCOSX wB97M-V def2-TZVPD def2/J DEFGRID3
* xyz 1 1
C -1.20282 0.93513 0.98971
C -1.69408 1.23385 -0.39880
C -0.63645 0.19590 -0.13670
C -0.50766 -1.19947 -0.51937
N 1.20212 1.08394 -0.35775
N 0.31750 -2.01695 0.32184
P 2.81123 0.35328 -0.02788
H -0.58799 1.73739 1.36394
H -1.79846 0.26805 1.56292
H -2.81419 1.06255 -0.69829
H -1.19936 2.05948 -0.89329
H -0.13889 -1.48409 -1.52236
H -1.60998 -1.57586 -0.69202
H 1.06609 1.95769 0.07241
H -0.12191 -2.35107 1.17165
H 1.19804 1.16608 -1.45349
H 0.67989 -2.86130 -0.22764
H 2.62477 0.49598 1.45433
H 2.41214 -1.06057 -0.00922
*
```

Population analysis type Löwdin, resulting atomic charges in e: atom 1 (C): -0.0661, atom 2 (C): -0.0573, atom 3 (C): -0.2063, atom 4 (C): -0.2783, atom 5 (N): -0.2417, atom 6 (N): -0.0242, atom 7 (P): 0.8257, atom 8 (H): 0.1143, atom 9 (H): 0.1240, atom 10 (H): 0.1705, atom 11 (H): 0.1030, atom 12 (H): 0.1374, atom 13 (H): 0.1786, atom 14 (H): 0.0390, atom 15 (H): 0.0855, atom 16 (H): 0.1300, atom 17 (H): 0.1253, atom 18 (H): -0.0585, atom 19 (H): -0.1010

Entry two
Below is 2 unconnected molecules or ions with the total composition C4H12N2P, with properties calculated with wB97M-V/def2-TZVPD.

## Properties
Kohn-Sham gap ... 0.3107 hartree
HOMO level ... -12.41 eV

Geometry as ORCA input:
```
! RIJCOSX wB97M-V def2-TZVPD def2/J DEFGRID3
* xyz 1 1
C -2.09251 -2.03548 -1.95909
C 0.58294 1.26868 0.60463
C 0.73195 2.70909 0.66297
C 0.73304 0.35607 1.75422
N 0.30940 -1.74147 -0.59845
N 0.31245 0.84805 -0.62367
P -0.88573 -2.66162 -1.03009
H -2.90106 -2.73497 -2.07677
H -1.86087 -1.07277 -2.53057
H -0.19229 3.21245 1.02142
H 0.94826 3.37877 -0.18124
H 1.48518 2.92618 1.39409
H 0.05131 -0.46185 1.69466
H 0.60479 0.73655 2.74821
H 1.74882 -0.11626 1.85699
H 1.05466 -2.32467 -0.21043
H 0.28168 1.46922 -1.37359
H 0.22574 -0.10301 -0.92484
H -1.13775 -3.65296 -0.22845
*
```

Population analysis type Löwdin, resulting atomic charges in e: atom 1 (C): -0.2473, atom 2 (C): -0.2632, atom 3 (C): -0.0159, atom 4 (C): -0.0013, atom 5 (N): -0.3144, atom 6 (N): 0.2391, atom 7 (P): 0.8001, atom 8 (H): -0.0038, atom 9 (H): 0.0479, atom 10 (H): 0.1315, atom 11 (H): 0.1116, atom 12 (H): 0.0958, atom 13 (H): 0.0702, atom 14 (H): 0.0935, atom 15 (H): 0.1365, atom 16 (H): 0.0162, atom 17 (H): 0.1184, atom 18 (H): 0.0148, atom 19 (H): -0.0296

Going by the energies, entry two is most stable and the next is 33.9 kcal/mol up.

Entry one
Below is 2 unconnected molecules or ions with the total composition C5H11P, with properties calculated with wB97M-V/def2-TZVPD.

## Properties
Kohn-Sham gap (spin up / spin down) ... 0.3267 / 0.3107 hartree
HOMO level (spin up / spin down) ... -8.55 / -8.05 eV

Geometry as ORCA input:
```
! RIJCOSX wB97M-V def2-TZVPD def2/J DEFGRID3
* xyz 0 1
C 1.54773 -0.43341 0.08795
C 0.60661 -0.30702 -0.99907
C 0.48211 0.61023 0.15871
C -0.49890 -1.32746 -1.37962
C -1.40329 -0.01645 1.93822
P 0.38580 2.43754 0.44856
H 1.40785 -1.21340 0.83323
H 2.60755 -0.18914 -0.02680
H 1.06431 0.11671 -1.77573
H -0.19262 -2.36742 -1.20208
H -0.59722 -1.13872 -2.41970
H -1.31703 -1.11453 -0.69618
H -1.51258 0.91254 2.42259
H -0.64590 -0.59642 2.29358
H -2.22723 -0.47981 1.46581
H -0.75936 2.53639 -0.30836
H 1.05218 2.57037 -0.84109
*
```

Population analysis type Löwdin, resulting atomic charges in e: atom 1 (C): -0.1604, atom 2 (C): -0.3721, atom 3 (C): -0.4714, atom 4 (C): -0.0269, atom 5 (C): 0.0922, atom 6 (P): 0.7828, atom 7 (H): 0.0988, atom 8 (H): 0.1054, atom 9 (H): 0.0794, atom 10 (H): 0.0781, atom 11 (H): 0.0571, atom 12 (H): 0.0550, atom 13 (H): -0.0240, atom 14 (H): -0.0472, atom 15 (H): -0.0146, atom 16 (H): -0.1386, atom 17 (H): -0.0934

Entry two
Below is 2 unconnected molecules or ions with the total composition C5H11P, with properties calculated with wB97M-V/def2-TZVPD.

## Properties
Kohn-Sham gap ... 0.3322 hartree
HOMO level ... -8.65 eV

Geometry as ORCA input:
```
! RIJCOSX wB97M-V def2-TZVPD def2/J DEFGRID3
* xyz 0 1
C 0.10448 -1.51989 -2.10073
P -0.91386 -2.37909 -1.29815
H -0.01226 -1.00307 -3.02423
H -2.26296 -2.84298 -1.41293
H -0.55595 -2.76341 -0.01965
C -0.82117 0.29286 1.47910
C 0.16132 0.75777 0.72865
C 1.60853 0.65844 1.15152
C -0.16895 1.39829 -0.58816
H -1.83623 0.55976 1.26054
H -0.57817 -0.02784 2.57650
H 1.72317 0.60422 2.29355
H 2.03942 1.70566 1.01650
H 2.15825 -0.13355 0.67321
H -0.73627 0.82254 -1.27892
H 0.79273 1.62114 -1.14468
H -0.70207 2.24914 -0.31212
*
```

Population analysis type Löwdin, resulting atomic charges in e: atom 1 (C): -0.4086, atom 2 (P): 0.7092, atom 3 (H): -0.0704, atom 4 (H): -0.0830, atom 5 (H): -0.0802, atom 6 (C): -0.0178, atom 7 (C): -0.4600, atom 8 (C): -0.0814, atom 9 (C): -0.0903, atom 10 (H): 0.0494, atom 11 (H): 0.0939, atom 12 (H): 0.0913, atom 13 (H): 0.0945, atom 14 (H): 0.0650, atom 15 (H): 0.0297, atom 16 (H): 0.1015, atom 17 (H): 0.0570

Entry three
Below is a single C5H11P molecule, with properties calculated with wB97M-V/def2-TZVPD.

## Properties
Kohn-Sham gap ... 0.3672 hartree
HOMO level ... -8.82 eV

Geometry as ORCA input:
```
! RIJCOSX wB97M-V def2-TZVPD def2/J DEFGRID3
* xyz 0 1
C -0.04106 1.12306 2.10491
C -0.67230 0.60129 1.09268
C -0.22593 -0.54013 0.19344
C -1.18123 -1.70049 0.18009
P -0.15387 0.24887 -1.50541
C 1.60579 0.87481 -1.54596
H -0.58900 1.82799 2.74044
H 0.84999 0.66278 2.49688
H -1.68869 1.09861 0.89302
H 0.83008 -0.65667 0.43274
H -2.08429 -1.38794 -0.46075
H -1.46227 -2.00903 1.21463
H -0.76370 -2.55595 -0.43247
H 0.07054 -0.83436 -2.41011
H 1.53082 1.71097 -0.87911
H 1.50136 1.32531 -2.53342
H 2.47375 0.21086 -1.58162
*
```

Population analysis type Löwdin, resulting atomic charges in e: atom 1 (C): -0.0197, atom 2 (C): -0.2861, atom 3 (C): -0.6287, atom 4 (C): -0.1564, atom 5 (P): 0.8633, atom 6 (C): -0.3512, atom 7 (H): 0.0624, atom 8 (H): 0.0569, atom 9 (H): 0.1230, atom 10 (H): 0.0925, atom 11 (H): 0.0866, atom 12 (H): 0.0837, atom 13 (H): 0.0827, atom 14 (H): -0.0612, atom 15 (H): 0.0092, atom 16 (H): 0.0026, atom 17 (H): 0.0405

Going by the energies, entry three is most stable and the next is 80.4 kcal/mol up.

Entry one
Below is a molecular structure, C2HNO2S, with properties calculated with wB97M-V/def2-TZVPD.

## Properties
Kohn-Sham gap ... 0.3322 hartree
HOMO level ... -10.60 eV

Geometry as ORCA input:
```
! RIJCOSX wB97M-V def2-TZVPD def2/J DEFGRID3
* xyz 0 1
C -0.19759 -0.66740 0.10590
C 3.81041 -0.25386 -0.05229
N -0.97221 -1.44094 0.39763
O 3.88456 -0.99896 0.80270
O 3.91099 0.42968 -0.97113
S 0.97044 0.62253 -0.10212
H 0.52068 1.83843 -1.30198
*
```

Population analysis type Löwdin, resulting atomic charges in e: atom 1 (C): -0.7008, atom 2 (C): -0.5454, atom 3 (N): 0.0825, atom 4 (O): 0.2214, atom 5 (O): 0.1626, atom 6 (S): 0.6779, atom 7 (H): 0.1018

Entry two
Below is a molecular structure, C2HNO2S, with properties calculated with wB97M-V/def2-TZVPD.

## Properties
Kohn-Sham gap (spin up / spin down) ... 0.2726 / 0.2725 hartree
HOMO level (spin up / spin down) ... -8.74 / -8.74 eV

Geometry as ORCA input:
```
! RIJCOSX wB97M-V def2-TZVPD def2/J DEFGRID3
* xyz 0 1
C 0.31903 0.91831 -0.08093
C 1.10555 -0.29147 -0.06030
N -1.30890 -0.44969 -0.44420
O 0.07295 1.93394 0.41621
O 2.24801 -0.52326 -0.32603
S -0.25959 -1.32469 0.44480
H -2.17704 -0.26314 0.05046
*
```

Population analysis type Löwdin, resulting atomic charges in e: atom 1 (C): -0.1807, atom 2 (C): -0.6791, atom 3 (N): -0.3732, atom 4 (O): 0.2176, atom 5 (O): 0.0775, atom 6 (S): 0.9420, atom 7 (H): -0.0040

Going by the energies, entry one is most stable and the next is 37.1 kcal/mol up.